(1)
Entry from the Open Molecules 2025 dataset: the molecule C28H39N5O6 (ωB97M-V/def2-TZVPD).

XYZ file:
```
78
Properties=species:S:1:pos:R:3:forces:R:3
C -3.592039 1.848392 -2.805947 0.19 -0.08 -0.19
H -3.460951 2.921138 -2.928684 -0.03 0.15 0.03
H -3.814225 1.645386 -1.760429 -0.05 -0.01 0.16
H -4.442645 1.536808 -3.407650 -0.13 -0.01 -0.06
C -2.328851 1.097339 -3.227587 -0.02 -0.03 0.21
C -2.589930 -0.406120 -3.173084 0.07 0.16 -0.24
H -3.444268 -0.659371 -3.797481 -0.11 -0.07 -0.04
H -2.815548 -0.705566 -2.151942 -0.03 -0.08 0.18
H -1.733609 -0.976792 -3.522284 -0.02 -0.12 0.00
C -1.185072 1.523124 -2.304210 0.08 0.05 -0.40
H -1.348555 1.111318 -1.308083 -0.01 0.05 0.08
H -1.194626 2.610080 -2.207768 -0.01 0.00 0.06
C 0.226656 1.146136 -2.766869 -0.21 0.15 0.57
N 0.493121 -0.278095 -2.730085 0.03 -0.06 -0.18
C 0.653072 -0.896543 -1.551475 -0.20 -0.02 -0.26
O 0.491670 -0.311645 -0.481286 -0.06 0.17 0.02
C 1.013199 -2.314394 -1.652791 0.19 -0.85 0.42
C 0.978754 -3.328024 -0.704084 -0.12 0.36 -0.37
N 1.432210 -4.436649 -1.357025 -0.04 0.10 0.25
C 1.725947 -4.078829 -2.623151 0.05 -0.07 -0.11
N 1.482024 -2.815950 -2.834879 0.02 0.26 -0.31
H 2.113152 -4.754345 -3.359388 0.08 -0.22 -0.08
H 1.478000 -5.343560 -0.915014 -0.05 0.03 -0.03
C 0.434827 -3.495970 0.667781 0.05 0.29 0.10
O 0.300362 -4.621831 1.127213 -0.02 -0.28 0.01
N 0.114397 -2.353374 1.282731 -0.02 0.22 0.02
C -0.748649 -2.279254 2.440249 -0.27 -0.38 0.45
C -0.404185 -1.058489 3.290742 -0.03 -0.02 -0.24
H -1.033073 -1.076211 4.182275 0.00 0.00 0.04
C -0.634080 0.243596 2.523769 0.32 0.11 0.30
N -1.961724 0.295915 1.936021 0.07 -0.05 0.15
C -2.516683 1.487252 1.578215 -0.09 -0.16 0.12
O -3.488318 1.569083 0.856301 -0.17 0.22 -0.24
O -1.882403 2.517325 2.157028 0.13 -0.06 0.08
C -2.264255 3.879590 1.857876 -0.23 0.64 -0.18
C -1.273920 4.721101 2.664973 -0.20 -0.39 -0.17
H -1.484124 5.777376 2.526262 -0.03 0.12 -0.03
H -0.260407 4.512754 2.333350 0.14 0.01 -0.04
H -1.351698 4.478985 3.721900 -0.01 0.00 0.13
C -3.697136 4.148980 2.316991 0.19 -0.27 -0.08
H -3.946252 5.192724 2.146417 0.00 0.14 0.01
H -4.389307 3.522888 1.761164 -0.06 0.04 0.00
H -3.798027 3.929322 3.377925 -0.02 0.02 0.12
C -2.097984 4.155750 0.364131 -0.02 -0.24 0.21
H -2.246672 5.214314 0.168680 0.00 0.14 0.00
H -1.097572 3.870063 0.044918 0.11 0.01 -0.07
H -2.826895 3.584332 -0.203111 -0.03 0.02 -0.09
C -2.398542 -0.869833 1.190060 -0.44 -0.20 -0.09
C -2.213762 -2.146972 1.999279 0.25 0.10 -0.12
H -2.850040 -2.123709 2.884512 -0.06 -0.01 0.04
H -2.500042 -3.005020 1.389472 -0.01 -0.03 0.00
H -1.835657 -0.942418 0.249921 -0.11 0.01 0.00
H -3.451276 -0.716567 0.942915 0.20 -0.08 -0.03
H 0.122123 0.360189 1.738514 0.02 0.06 0.11
H -0.539873 1.087880 3.207451 0.11 -0.14 -0.11
H 0.639157 -1.100218 3.602565 0.03 0.00 0.05
H -0.612908 -3.205028 3.010376 -0.02 0.19 -0.05
H 0.275971 -1.481831 0.774508 0.15 -0.15 -0.12
H 0.760201 -0.786463 -3.559569 0.02 0.00 0.06
C 1.250012 1.835676 -1.845656 -0.24 0.18 -0.27
O 1.012545 2.749180 -1.106135 0.06 0.06 0.07
O 2.452924 1.294591 -2.036087 0.32 -0.09 -0.26
C 3.484368 1.615087 -1.093911 0.13 0.17 0.32
C 3.459915 0.595369 0.014471 0.01 0.13 -0.12
C 3.737256 -0.735039 -0.277086 0.06 0.10 0.07
C 3.645398 -1.698940 0.709487 0.07 -0.07 -0.07
C 3.282563 -1.341659 1.997278 0.00 -0.01 0.08
C 3.009809 -0.017411 2.292401 0.00 0.00 0.10
C 3.088087 0.947478 1.302779 0.08 0.02 -0.10
H 2.851028 1.976236 1.529514 -0.04 0.13 0.00
H 2.728790 0.269586 3.295055 -0.04 0.01 0.10
H 3.209930 -2.097300 2.765429 -0.01 -0.07 0.08
H 3.856686 -2.732193 0.474823 0.02 -0.10 -0.02
H 4.009850 -1.011084 -1.285825 0.03 -0.06 -0.13
H 3.319427 2.625228 -0.707983 0.11 -0.15 -0.08
H 4.418822 1.571514 -1.659072 -0.15 0.03 0.06
H 0.397228 1.496987 -3.789625 0.03 -0.05 0.09
H -2.077734 1.375761 -4.258672 0.00 0.01 -0.01
```
Positions in Å, forces in eV/Å.

**HOMO level**: -8.9 eV
**Max |F|**: 0.0187 Eh/bohr

These are the Löwdin partial charges, in e, on atoms 1 to 2: atom 1 (C): -0.07, atom 2 (H): 0.08

---

(2)
Entry from the Open Molecules 2025 dataset: a structure of composition C28H39N7O7P2Rb in a non-equilibrium geometry (ωB97M-V/def2-TZVPD).

XYZ file:
```
84
Properties=species:S:1:pos:R:3:forces:R:3
Rb 1.078149 0.446303 -1.079981 0.07 -3.26 0.39
C -1.843431 -2.288127 -3.976047 -0.01 -0.11 -0.12
C -1.536455 -1.545615 -2.822254 0.04 -0.04 0.15
N -0.671676 -1.939937 -1.917263 -0.19 0.26 -0.11
C -0.022399 -3.112797 -2.093101 -0.01 -0.28 -0.19
C -0.260003 -3.940237 -3.229413 -0.02 0.21 0.21
C -1.206956 -3.480422 -4.172163 -0.03 0.09 0.04
C 0.429857 -5.158218 -3.384813 0.15 -0.21 -0.03
C 1.340003 -5.533184 -2.425099 -0.14 -0.01 -0.19
C 1.585914 -4.748611 -1.300531 -0.09 0.20 0.09
C 0.936156 -3.520460 -1.084132 0.23 -0.27 0.17
N 1.223465 -2.671258 -0.081454 -0.07 0.45 -0.02
C 1.727636 -3.055045 1.097064 -0.18 -0.27 -0.12
C 1.424854 -4.266240 1.749527 0.02 0.14 -0.13
C 1.962164 -4.597793 2.989451 0.12 0.09 0.15
C 2.825553 -3.757394 3.656727 -0.03 -0.24 0.13
C 3.146688 -2.514651 3.079782 -0.11 0.15 -0.24
C 4.017954 -1.588938 3.699304 0.00 0.09 -0.08
C 4.297620 -0.395792 3.090130 0.05 -0.11 0.12
C 3.681742 -0.104084 1.858064 -0.06 0.01 -0.13
N 2.863699 -0.940355 1.258109 0.10 0.29 -0.18
C 2.594474 -2.138587 1.817869 0.13 -0.13 0.34
H -2.569114 -1.911265 -4.684932 0.00 0.01 0.00
H -2.034173 -0.596947 -2.640860 0.03 0.03 -0.01
H -1.413154 -4.087431 -5.046930 0.00 0.00 -0.01
H 0.246334 -5.772272 -4.258676 -0.02 0.01 0.01
H 1.889453 -6.460998 -2.545399 0.00 0.00 0.01
H 2.327065 -5.070897 -0.581534 0.00 0.00 0.00
H 0.745298 -4.952139 1.259542 0.03 -0.02 -0.01
H 1.695435 -5.549630 3.437093 0.00 0.00 0.00
H 3.267786 -4.039954 4.605277 -0.03 0.03 0.00
H 4.463050 -1.845850 4.654903 0.01 -0.01 0.00
H 4.977876 0.318565 3.538826 0.01 0.01 -0.01
H 3.853277 0.849226 1.360986 0.00 0.01 0.02
N -4.204154 1.307274 -0.434628 0.19 0.16 -0.04
C -3.872354 0.448306 0.703597 -0.09 -0.12 -0.01
C -3.759474 -1.002684 0.238735 -0.02 0.05 0.14
C -3.832854 -2.040464 1.361468 0.16 0.11 0.00
C -2.866592 -1.797803 2.526116 0.07 -0.06 -0.12
N -1.437717 -1.829789 2.222682 -0.08 -0.05 -0.04
H -3.418539 1.282075 -1.077565 0.08 -0.05 -0.12
H -4.204454 2.279115 -0.140999 -0.09 -0.01 0.07
H -4.686882 0.533681 1.434637 0.06 -0.02 0.02
H -2.937838 0.751332 1.194092 0.01 0.00 0.06
H -2.826951 -1.131316 -0.317045 0.01 0.02 -0.04
H -4.580221 -1.180585 -0.460351 0.05 -0.04 -0.07
H -3.626378 -3.031451 0.943672 -0.06 0.00 0.00
H -4.851598 -2.063589 1.765112 -0.02 -0.01 0.01
H -3.045220 -2.561634 3.289032 -0.04 0.07 0.05
H -3.101767 -0.830629 2.984289 0.03 -0.02 0.03
H -1.192288 -1.188597 1.474384 -0.07 0.06 -0.02
H -1.164223 -2.748581 1.889237 0.06 0.01 0.01
O 0.311369 3.119482 -2.866868 0.11 0.04 0.65
P -0.276473 3.433395 -1.406016 -0.90 0.77 0.37
O -1.237197 4.553790 -1.361285 0.09 0.00 -0.20
O -0.636400 2.133870 -0.741432 -0.86 0.86 0.14
O 1.118417 3.975630 -0.628140 0.02 -0.47 -0.38
P 2.593055 3.332699 -0.810903 0.64 1.12 0.52
O 3.395425 4.567212 -1.503383 -0.11 -0.03 0.30
O 3.142166 3.082033 0.557320 -0.01 -0.10 -0.07
O 2.566584 2.227066 -1.820403 0.66 1.09 -0.36
H 1.182884 2.732210 -2.572093 0.23 -0.11 -1.25
H 3.401510 5.302587 -0.874103 0.07 -0.12 -0.21
C -0.497894 2.743595 4.571422 -0.35 -0.04 -0.02
C -1.240813 2.091317 3.369851 0.10 -0.02 0.01
N -0.288353 1.402137 2.525527 -0.06 -0.13 -0.04
C 0.483469 0.439123 3.300504 -0.05 0.09 0.02
C 1.379372 1.183754 4.320320 0.03 -0.33 -0.09
N 0.969282 2.624100 4.301249 0.01 0.11 0.13
C 1.285034 3.239129 2.968251 0.18 0.09 -0.46
C 0.600026 2.373703 1.896174 -0.15 -0.16 0.20
H -0.708811 2.231437 5.510160 0.11 -0.02 0.01
H -0.740743 3.799167 4.685514 0.11 0.03 -0.01
H -1.744862 2.848189 2.768414 0.01 0.01 0.02
H -1.990218 1.385432 3.730393 0.01 0.01 0.04
H 1.098929 -0.143424 2.619280 -0.01 0.01 0.07
H -0.197367 -0.254505 3.790679 0.00 -0.01 0.00
H 2.433231 1.129816 4.049417 -0.04 0.12 0.01
H 1.251210 0.809256 5.336099 0.01 0.08 0.04
H 1.485336 3.120412 5.019981 -0.01 0.02 0.03
H 2.362628 3.263600 2.805976 0.00 -0.05 0.11
H 0.903469 4.260037 2.982704 -0.01 0.00 0.08
H 1.355765 1.856811 1.316753 0.09 -0.04 0.13
H 0.043452 2.986338 1.203433 -0.12 0.02 0.01
```
Positions in Å, forces in eV/Å.

**HOMO level**: -3.6 eV
**Net charge**: -1
**Max |F|**: 0.0638 Eh/bohr

These are the Löwdin partial charges, in e, on atoms 1 to 2: atom 1 (Rb): 1.02, atom 2 (C): -0.06

---

Sequential relative energy (zero: lowest compared OMol25 entry of this formula, charge and spin) output: 0.000; 2.341 eV
Sequential orbital gap output: 0.344; 0.177 Ha